[1]
DFT (ωB97M-V/def2-TZVPD) results for a 10-piece molecular cluster, C48H87Br4N10 overall in a non-equilibrium geometry.

The geometry in XYZ format:
```
149
C48H87Br4N10 | the OMol25 dataset | ωB97M-V/def2-TZVPD
C -4.92312 -5.06923 3.09487
C -3.50735 -5.65600 2.61178
C -2.18747 -4.78636 2.78587
N -0.87085 -5.43346 2.23728
C -0.63146 -6.83052 2.90197
C -0.40867 -6.64991 4.46021
C 0.80302 -5.76251 4.70815
C 0.77615 -4.36273 3.89689
C 0.32435 -4.44856 2.40962
C -0.99701 -5.71894 0.77303
H -5.60461 -5.88480 3.33677
H -5.18371 -4.40655 2.26962
H -4.88956 -4.46002 3.99810
H -3.61404 -5.71310 1.52853
H -3.46000 -6.64421 3.06929
H -2.05526 -4.50115 3.82956
H -2.24058 -3.83725 2.25253
H -1.36139 -7.60762 2.67522
H 0.16394 -7.22256 2.26814
H -1.25948 -6.25003 5.01186
H -0.13912 -7.55243 5.00875
H 1.03711 -5.55309 5.75191
H 1.65333 -6.31788 4.31237
H 0.14221 -3.61613 4.37523
H 1.67531 -3.75876 3.77514
H -0.01328 -3.51972 1.94989
H 1.03596 -4.79089 1.65828
H -1.72400 -6.52709 0.69258
H -0.05618 -6.15483 0.43695
H -1.28410 -4.80383 0.25510
C -6.45887 5.76408 0.97165
C -6.07906 4.37193 1.49442
C -6.40918 3.23755 0.51818
N -6.19068 1.77413 1.02938
C -6.85937 0.92338 -0.10500
C -6.00413 0.96837 -1.40945
C -4.49370 0.53974 -1.24643
C -3.91828 1.46908 -0.17995
C -4.68740 1.46093 1.15717
C -6.99028 1.38588 2.33861
H -6.14250 5.84024 -0.06864
H -6.04639 6.55847 1.59366
H -7.54603 5.82365 0.92046
H -6.54123 4.24300 2.47313
H -5.00072 4.27056 1.61693
H -5.92527 3.41264 -0.44269
H -7.46711 3.29933 0.26309
H -7.92299 1.08847 -0.27691
H -6.87693 -0.08365 0.31174
H -5.95387 1.96296 -1.85256
H -6.36109 0.42685 -2.28549
H -4.02012 0.49254 -2.22704
H -4.51519 -0.44783 -0.78562
H -3.90715 2.47677 -0.59533
H -2.90740 1.25561 0.16741
H -4.25233 1.99966 1.99894
H -4.75797 0.43231 1.51079
H -7.94065 1.89259 2.17084
H -6.36765 1.54872 3.21834
H -7.18388 0.31602 2.41620
C 5.76464 3.47247 0.47601
N 4.78642 4.45163 0.93924
C 5.08200 5.75731 0.76307
C 4.14949 6.72995 1.06138
C 2.85489 6.36728 1.37029
C 2.51728 5.08897 1.52287
C 3.48176 4.12161 1.15648
C 1.86374 7.47189 1.41892
C 0.71725 7.45194 0.62873
C 0.03267 8.62364 0.43862
N 0.20547 9.67679 1.25333
C 1.18560 9.68937 2.18938
C 1.98550 8.52624 2.30500
C -0.57107 10.88968 0.92184
H 6.64750 3.93260 0.03225
H 5.38369 2.78401 -0.27832
H 5.92964 2.90342 1.39092
H 6.06601 6.04341 0.42209
H 4.58128 7.70972 1.20284
H 1.48642 4.85286 1.74189
H 3.23128 3.07442 1.07261
H 0.72185 6.78069 -0.21733
H -0.77500 8.68897 -0.27539
H 1.26497 10.61458 2.74082
H 2.77369 8.73678 3.01269
H -0.35909 11.35214 -0.04215
H -0.15841 11.69485 1.52972
H -1.64992 10.89477 1.07717
C 1.10056 -2.02153 0.20784
C 0.94185 -1.39500 -1.19307
N 0.72718 0.01565 -1.33511
C -0.47402 0.60858 -1.24344
C -0.37539 1.99076 -1.22529
N 1.01412 2.16055 -1.49894
C 1.63802 0.94056 -1.63169
C 1.64768 3.47982 -1.75591
H 1.20667 -3.05949 -0.10756
H 0.13081 -1.77944 0.64266
H 1.76247 -1.52659 0.91849
H 0.08224 -1.92276 -1.60615
H 1.70180 -1.63883 -1.93546
H -1.25639 -0.06522 -0.92675
H -1.04377 2.83900 -1.23787
H 2.69289 0.79874 -1.81484
H 2.65254 3.57257 -1.34387
H 1.10519 4.31316 -1.30942
H 1.74024 3.75138 -2.80748
C 5.20187 -2.02404 -2.38953
C 6.42719 -1.17653 -1.97329
N 6.25786 0.23616 -2.31589
C 7.19204 1.17302 -2.04335
C 6.95807 2.34740 -2.70394
N 5.75155 2.11866 -3.41387
C 5.36897 0.86262 -3.05337
C 4.97471 3.14750 -4.13615
H 4.24950 -1.82901 -1.89653
H 5.51951 -3.03787 -2.14592
H 4.99981 -2.05373 -3.46023
H 7.33774 -1.46625 -2.49775
H 6.75195 -1.34594 -0.94668
H 7.96364 0.97046 -1.31533
H 7.54338 3.25475 -2.72676
H 4.57432 0.35699 -3.58182
H 4.21384 2.59383 -4.68627
H 5.68932 3.63903 -4.79632
H 4.47378 3.82832 -3.44793
C -0.57654 -8.56466 -1.43427
C -0.84067 -7.80202 -2.81393
N 0.06985 -6.70370 -2.89493
C -0.25471 -5.35534 -3.01952
C 1.01146 -4.72512 -3.28706
N 2.01615 -5.72907 -3.31301
C 1.38867 -6.87042 -3.02582
C 3.32224 -5.65084 -3.85078
H 0.46959 -8.74612 -1.18773
H -1.00889 -9.56513 -1.44869
H -1.02340 -8.15907 -0.52657
H -1.85207 -7.39919 -2.86760
H -0.82505 -8.47193 -3.67363
H -1.22125 -4.87755 -2.95691
H 1.14996 -3.66360 -3.42988
H 1.92171 -7.76848 -2.75059
H 3.56890 -6.36630 -4.63524
H 4.04011 -5.60539 -3.03182
H 3.51208 -4.70907 -4.36569
Br -1.70534 4.31506 1.20618
Br 4.00349 0.36754 1.38034
Br -2.60369 -2.65087 -1.48186
Br 2.32139 -1.20178 -4.74248
```

For the HOMO energy (alpha / beta), the calculation gives -14.29 / -14.29 eV. As for the charge: +4. Its gap between HOMO and LUMO (alpha / beta) is 5.28 / 2.58 eV. The spin multiplicity is 2. Its lowest unoccupied orbital energy (alpha / beta) is -0.3313 / -0.4303 Ha.

[2]
DFT (ωB97M-V/def2-TZVPD) results for a 8-piece molecular cluster, C48H87ClN3O16PS8 overall in a non-equilibrium geometry.

The geometry in XYZ format:
```
164
C48H87ClN3O16PS8 | the OMol25 dataset | ωB97M-V/def2-TZVPD
C -1.70822 -3.57749 1.86935
C -0.40685 -3.53806 1.04468
C -0.83582 -3.57967 -0.41907
Cl 0.54594 -3.91927 -1.54123
C -1.58771 -2.32816 -0.78495
C -1.01009 -1.07634 -0.83248
C 0.41681 -0.71737 -0.51638
C 0.49624 0.14306 0.80473
C 0.77278 1.62889 0.52494
C -0.73025 0.00551 1.71821
C -1.81982 0.03344 -1.19304
C -3.15671 -0.08979 -1.45892
P -4.08185 1.37014 -1.92587
O -3.00690 2.55648 -1.89444
O -5.12524 1.69986 -0.75753
S -4.89450 1.24820 -3.67860
C -3.78857 -1.35134 -1.36041
N -5.13630 -1.43661 -1.54233
C -5.65241 -2.62820 -1.40185
C -7.14409 -2.79840 -1.51662
C -7.74497 -2.99675 -0.09466
C -8.46607 -1.74612 0.43573
C -7.50878 -0.64487 0.89720
C -6.68166 -1.00343 2.14619
N -5.38036 -0.36009 2.27798
C -4.84813 -3.76867 -1.12366
N -3.56135 -3.70306 -0.94736
C -2.98705 -2.46716 -1.04721
H -2.09837 -2.58380 2.04063
H -2.48811 -4.08391 1.29868
H -1.60277 -4.13685 2.79221
H 0.14820 -2.63083 1.26334
H 0.16130 -4.44246 1.25480
H -1.47526 -4.44445 -0.52610
H 1.06927 -1.57129 -0.39174
H 0.76317 -0.07144 -1.32095
H 1.35224 -0.23652 1.36620
H 0.38922 2.20768 1.36737
H 1.83368 1.84144 0.42306
H 0.26600 1.94314 -0.38326
H -1.10657 -1.00950 1.78410
H -0.42428 0.28467 2.72932
H -1.49806 0.71666 1.44106
H -1.36406 1.01012 -1.24435
H -3.47584 3.37377 -2.11337
H -5.41107 0.87696 -0.33078
H -7.30761 -3.71986 -2.07391
H -7.55381 -1.92068 -2.00729
H -6.92618 -3.21905 0.59072
H -8.42175 -3.84879 -0.06841
H -9.10878 -1.37573 -0.36268
H -9.07025 -2.05937 1.29017
H -6.87513 -0.34474 0.06190
H -8.11650 0.22661 1.15337
H -7.28635 -0.71966 3.01231
H -6.53793 -2.07953 2.22959
H -4.65645 -0.83896 1.75921
H -5.39371 0.62237 2.04029
H -5.31761 -4.74038 -1.01585
C -1.39009 5.25892 2.81493
C -2.82692 5.76283 2.99820
C -3.73883 4.52720 3.03410
S -2.73555 3.17910 3.66939
O -2.56973 2.19370 2.62822
O -3.19305 2.79596 4.98328
C -1.21469 4.11156 3.80503
H -0.65951 6.04794 2.99057
H -1.25286 4.89394 1.79428
H -2.90542 6.30618 3.93888
H -3.11634 6.44083 2.20975
H -4.59784 4.66195 3.68650
H -4.07331 4.24433 2.03703
H -0.37258 3.46055 3.57889
H -1.14418 4.47435 4.83012
C -4.99722 -0.60266 5.45797
C -5.39477 -1.73435 6.41838
C -5.00838 -3.06081 5.74912
S -3.61525 -2.68450 4.67228
O -4.03200 -2.88642 3.30423
O -2.41552 -3.29269 5.19109
C -3.58484 -0.92474 4.99280
H -5.04078 0.37335 5.93848
H -5.66985 -0.58574 4.59872
H -4.85025 -1.62400 7.35836
H -6.45839 -1.71160 6.65226
H -4.70050 -3.81596 6.46793
H -5.81072 -3.44867 5.12456
H -3.29587 -0.39476 4.08673
H -2.85441 -0.75008 5.78265
C 3.83421 -5.97210 -1.64129
C 4.24739 -7.41925 -1.33895
C 5.38135 -7.36426 -0.30868
S 5.12847 -5.85531 0.63354
O 6.23697 -4.96283 0.38701
O 4.73140 -6.18972 1.98033
C 3.70498 -5.28322 -0.28759
H 2.89999 -5.92437 -2.19861
H 4.60870 -5.48232 -2.23577
H 3.39498 -7.96059 -0.92361
H 4.56401 -7.94713 -2.23701
H 5.35807 -8.21184 0.37241
H 6.35636 -7.29883 -0.78321
H 3.72182 -4.19761 -0.34597
H 2.81227 -5.61546 0.24086
C 1.29113 4.96761 -4.35161
C 2.29182 4.11424 -5.15011
C 3.15125 3.36403 -4.12808
S 2.13903 3.16430 -2.65755
O 2.72601 3.91831 -1.57635
O 1.79430 1.77194 -2.49501
C 0.71570 4.05687 -3.27093
H 0.50354 5.36815 -4.98858
H 1.81285 5.80865 -3.88912
H 1.74350 3.39927 -5.76760
H 2.89277 4.72074 -5.81014
H 3.44617 2.38032 -4.48118
H 4.03127 3.93762 -3.84576
H 0.24214 4.58875 -2.44828
H 0.02485 3.32655 -3.69240
C 9.32187 -7.97681 2.79801
C 10.59211 -7.99356 1.93661
C 10.37371 -9.01783 0.81571
S 8.59833 -9.06980 0.52896
O 8.10790 -10.37602 0.88943
O 8.31097 -8.49382 -0.76232
C 8.15237 -7.91119 1.82123
H 9.30962 -7.13249 3.48481
H 9.26310 -8.89382 3.38827
H 10.75119 -7.00351 1.50558
H 11.47532 -8.24084 2.52361
H 10.86809 -8.73303 -0.10918
H 10.68712 -10.01691 1.11171
H 7.20057 -8.19957 2.26196
H 8.07021 -6.92193 1.36819
C 6.85071 1.35673 -7.07620
C 7.27744 2.09871 -8.35059
C 6.49969 3.42059 -8.39365
S 6.16006 3.85580 -6.68156
O 4.73103 3.81085 -6.46371
O 6.92226 5.01817 -6.30937
C 6.89197 2.39188 -5.95675
H 7.50353 0.51299 -6.86014
H 5.83429 0.97481 -7.19270
H 8.34899 2.30253 -8.31210
H 7.08928 1.50639 -9.24432
H 7.06994 4.22578 -8.84911
H 5.54327 3.31152 -8.90112
H 6.32626 2.10548 -5.07286
H 7.91580 2.64209 -5.68123
C -1.10924 10.95925 0.64714
C -2.54323 11.47489 0.83030
C -3.47041 10.25278 0.86276
S -2.48008 8.89202 1.49773
O -2.33080 7.89698 0.46455
O -2.94389 8.54911 2.81894
C -0.95040 9.81062 1.63843
H -0.37220 11.74058 0.82386
H -0.97351 10.59245 -0.37230
H -2.61611 12.01779 1.77437
H -2.83091 12.16101 0.03567
H -4.32409 10.39798 1.51924
H -3.80986 9.97497 -0.13320
H -0.11406 9.15188 1.41549
H -0.88064 10.17588 2.66240
```

For the HOMO energy, the calculation gives -8.09 eV. As for the SMILES: CC[C@H](Cl)c1c(CC(C)C)cc(P(O)(O)=S)c2nc(CCCCCN)cnc12.O=S1(=O)CCCC1.O=S1(=O)CCCC1.O=S1(=O)CCCC1.O=S1(=O)CCCC1.O=S1(=O)CCCC1.O=S1(=O)CCCC1.O=S1(=O)CCCC1. Its gap between HOMO and LUMO is 8.04 eV. The spin multiplicity is 1. Its lowest unoccupied orbital energy is -0.0018 Ha.

[3]
DFT (ωB97M-V/def2-TZVPD) results for a 7-piece molecular cluster, C48H88N4O16S overall in a non-equilibrium geometry.

The geometry in XYZ format:
```
157
C48H88N4O16S | the OMol25 dataset | ωB97M-V/def2-TZVPD
C -0.08176 -0.80059 -4.36035
C -0.34256 -2.24654 -3.69353
C 0.30400 -2.31786 -2.22588
C -0.68100 -3.00207 -1.12510
N -0.04158 -3.25343 0.18547
C -0.04399 -2.03750 1.10347
N -0.47292 -0.79724 0.45241
C -1.62146 -0.27732 0.81478
C -3.09950 -0.81881 0.54917
C -1.55982 1.16592 1.56632
C -0.89645 -2.51533 2.39530
C -0.74190 -1.62051 3.71772
C -0.47667 -2.62365 4.96724
C -0.01590 -1.88857 6.31116
C -0.78163 -0.51532 6.64719
N 0.26139 0.58130 6.55279
C -0.35155 1.92110 6.91333
C -0.46515 2.72678 5.51713
C -1.88386 3.00667 4.96822
C -2.02153 3.76566 3.62361
C -0.71147 4.18652 2.86357
C 0.70489 3.88038 3.43969
C 0.84091 3.14720 4.80590
O 2.08569 2.85344 5.41426
O 0.16448 -0.50119 3.64726
S 1.69868 -0.90009 3.12564
O 2.44265 0.37960 2.94063
O 2.44680 -1.68845 4.19810
C 1.50137 -2.00087 1.66610
C 2.62650 -1.97425 0.54917
C 3.26954 -0.59387 0.11702
C 4.86620 -0.61179 -0.19627
N 2.69519 0.57717 -0.03299
H 0.55637 -0.86314 -5.30472
H -1.09020 -0.33694 -4.62979
H 0.43145 -0.09109 -3.62318
H -1.44387 -2.54557 -3.67424
H 0.21104 -3.01712 -4.35115
H 1.24891 -2.97827 -2.29153
H 0.64653 -1.28469 -1.85168
H -1.69244 -2.47404 -1.11071
H -0.90074 -4.04909 -1.57738
H -0.55619 -4.03633 0.60692
H -3.48429 -0.28741 -0.40425
H -3.77186 -0.44182 1.39899
H -3.17742 -1.95434 0.41641
H -1.90779 2.01616 0.88825
H -0.46418 1.38631 1.85347
H -2.16548 1.09673 2.53034
H -2.00023 -2.70881 2.18876
H -0.45456 -3.55045 2.67846
H -1.78948 -1.17390 3.92789
H 0.23404 -3.47575 4.71317
H -1.50585 -3.10965 5.17740
H 1.10978 -1.69676 6.39316
H -0.26506 -2.61577 7.17947
H -1.67035 -0.32267 5.96165
H -1.06475 -0.55380 7.77019
H 0.98155 0.36676 7.25991
H 0.39838 2.46766 7.58515
H -1.37386 1.75961 7.39895
H -2.80188 2.67082 5.55251
H -3.04657 3.99110 3.15240
H -0.81166 4.72090 1.85894
H 1.67287 4.18064 2.89578
H 2.80237 2.77260 4.74305
H 1.58219 -3.06800 2.11863
H 2.33955 -2.52221 -0.42894
H 3.49833 -2.61882 0.96351
H 5.23130 0.48365 -0.23887
H 5.35462 -1.06033 0.74016
H 5.11597 -1.15994 -1.16335
H 1.70605 0.43169 0.23414
O -3.59195 0.87980 -8.09321
C -2.94775 1.78096 -7.60343
O -1.90408 1.50453 -6.80070
C -0.95964 2.48275 -6.33670
C -1.45470 3.15663 -5.07409
C -3.35481 3.21365 -7.80106
H -0.71052 3.19582 -7.12620
H -0.03913 1.93853 -6.11230
H -2.38185 3.70732 -5.24931
H -0.70572 3.85393 -4.69145
H -1.66913 2.41189 -4.30334
H -4.10786 3.47926 -7.05716
H -3.78526 3.31540 -8.79913
H -2.52528 3.91656 -7.75378
O -1.30451 -6.16607 4.66417
C -0.35767 -6.75247 5.14112
O -0.48812 -8.03087 5.54044
C 0.60912 -8.87223 5.92599
C 0.94464 -8.69112 7.39236
C 0.94343 -6.04229 5.38442
H 1.47265 -8.71678 5.27484
H 0.27874 -9.90002 5.75805
H 1.27193 -7.67137 7.60605
H 1.73855 -9.37874 7.69252
H 0.06397 -8.87789 8.01167
H 0.89964 -5.53119 6.34790
H 1.08629 -5.30466 4.59336
H 1.81342 -6.69534 5.35158
O -4.30952 6.25788 2.71530
C -4.36456 6.90427 3.73779
O -3.79258 8.12054 3.79741
C -3.97117 9.04426 4.88125
C -2.97702 8.77705 5.99300
C -4.98145 6.32782 4.98000
H -5.00565 9.04381 5.23311
H -3.78781 10.03876 4.46755
H -3.11995 7.78629 6.42949
H -3.07812 9.52174 6.78584
H -1.95510 8.80924 5.60762
H -4.23366 5.73490 5.51037
H -5.80968 5.68037 4.68540
H -5.40248 7.07566 5.64933
O -0.48965 -5.53949 -4.68839
C -0.92127 -5.79338 -5.79097
O -0.21257 -5.45800 -6.88461
C -0.53067 -5.88752 -8.21717
C -1.53328 -4.95423 -8.86484
C -2.28739 -6.39392 -5.96368
H -0.85863 -6.92979 -8.22750
H 0.40540 -5.85438 -8.77970
H -2.48356 -4.95019 -8.32670
H -1.72297 -5.25191 -9.89857
H -1.16008 -3.92734 -8.85682
H -3.03306 -5.59695 -5.96277
H -2.47817 -7.06444 -5.12356
H -2.39193 -6.99618 -6.86411
O 1.43494 4.57589 -3.37201
C 1.35878 5.20175 -2.33774
O 1.91724 6.42269 -2.24537
C 1.71243 7.32206 -1.14558
C 2.69234 7.04241 -0.02431
C 0.72982 4.59416 -1.11608
H 0.67286 7.30356 -0.80965
H 1.89135 8.32675 -1.53601
H 2.55328 6.04132 0.38958
H 2.57119 7.76950 0.78194
H 3.71965 7.09318 -0.39315
H 1.47549 3.99794 -0.58629
H -0.08738 3.94437 -1.43553
H 0.29139 5.32455 -0.43835
O 4.62015 -2.58650 -8.82192
C 4.54072 -1.95956 -7.78917
O 5.09835 -0.73748 -7.69727
C 4.88960 0.16416 -6.59961
C 5.86611 -0.11230 -5.47468
C 3.90890 -2.56426 -6.56788
H 3.84901 0.14564 -6.26680
H 5.06906 1.16814 -6.99151
H 5.72647 -1.11257 -5.05906
H 5.74184 0.61644 -4.67042
H 6.89462 -0.06152 -5.84045
H 4.65290 -3.15867 -6.03471
H 3.09246 -3.21479 -6.88762
H 3.46840 -1.83216 -5.89343
```

For the HOMO energy, the calculation gives -7.95 eV. As for the SMILES: [H]/N=C(/C)C[C@@H]1[C@@](N=C(C)C)(NCCCC)C[C@@H](CCCNCc2ccccc2O)OS1(=O)=O.CCOC(C)=O.CCOC(C)=O.CCOC(C)=O.CCOC(C)=O.CCOC(C)=O.CCOC(C)=O. Its gap between HOMO and LUMO is 8.19 eV. The spin multiplicity is 1. Its lowest unoccupied orbital energy is 0.0088 Ha.